Here is a 4-piece molecular cluster, C35H73IN7O6S2 overall from the Open Molecules 2025 dataset. Energies are from ωB97M-V/def2-TZVPD.

HOMO level in eV: -10.4
Gap between HOMO and LUMO in eV: 7.18
LUMO energy in eV: -3.23
Net charge: +1

Geometry (Å):
C: -3.480 -2.248 1.814
C: -3.883 -1.746 0.430
N: -3.407 -2.789 -0.546
C: -3.532 -2.435 -1.995
C: -3.336 -3.696 -2.846
C: -2.167 -4.640 -2.557
O: -2.370 -5.857 -3.261
C: -2.757 -1.167 -2.377
C: -1.224 -1.321 -2.411
C: -0.434 -1.382 -1.084
C: 0.862 -2.215 -1.149
C: 0.687 -3.696 -0.813
O: 1.703 -4.099 0.110
C: 1.304 -5.134 0.905
O: 1.818 -6.193 0.877
C: -3.305 -0.813 -3.816
C: -2.431 -1.152 -5.019
C: -3.114 -1.004 -6.401
S: -4.732 -0.163 -6.520
C: -5.828 -1.588 -6.534
S: -6.112 -2.478 -7.832
N: -6.432 -1.852 -5.285
C: -6.935 -0.923 -4.396
C: -7.406 -1.653 -3.338
N: -7.173 -2.996 -3.535
C: -6.615 -3.083 -4.710
C: -3.263 0.005 -1.472
C: -2.475 1.296 -1.737
C: -3.198 2.567 -1.297
C: -2.424 3.827 -1.685
N: -2.303 3.901 -3.147
C: -3.524 -0.292 0.041
I: -2.042 0.558 1.397
H: -3.952 -3.223 1.979
H: -2.402 -2.382 1.903
H: -3.852 -1.588 2.592
H: -4.973 -1.823 0.403
H: -4.021 -3.596 -0.413
H: -2.473 -3.127 -0.309
H: -4.589 -2.170 -2.098
H: -3.291 -3.422 -3.895
H: -4.240 -4.304 -2.741
H: -2.048 -4.860 -1.490
H: -1.225 -4.251 -2.940
H: -2.816 -6.496 -2.699
H: -0.845 -0.445 -2.939
H: -0.943 -2.179 -3.024
H: -0.123 -0.372 -0.823
H: -1.026 -1.730 -0.233
H: 1.296 -2.101 -2.143
H: 1.554 -1.815 -0.408
H: -0.296 -3.873 -0.355
H: 0.784 -4.331 -1.697
H: 0.475 -4.881 1.583
H: -3.556 0.245 -3.862
H: -4.257 -1.336 -3.951
H: -1.549 -0.508 -5.027
H: -2.049 -2.171 -4.952
H: -2.477 -0.419 -7.063
H: -3.219 -1.978 -6.876
H: -6.941 0.134 -4.598
H: -7.901 -1.259 -2.466
H: -6.315 -4.009 -5.173
H: -4.257 0.232 -1.880
H: -1.459 1.237 -1.349
H: -2.378 1.390 -2.820
H: -3.444 2.581 -0.235
H: -4.157 2.599 -1.834
H: -1.415 3.769 -1.272
H: -2.936 4.699 -1.268
H: -3.190 4.172 -3.555
H: -1.634 4.611 -3.412
H: -4.403 0.288 0.310
C: 3.753 -5.252 3.813
C: 2.730 -4.299 4.423
C: 3.272 -3.478 5.600
O: 3.396 -4.195 6.809
C: 4.580 -4.958 6.954
N: 1.519 -5.049 4.775
H: 3.905 -6.140 4.427
H: 3.416 -5.599 2.838
H: 4.718 -4.760 3.679
H: 2.450 -3.576 3.648
H: 2.559 -2.677 5.812
H: 4.227 -3.004 5.337
H: 5.433 -4.460 6.482
H: 4.473 -5.961 6.535
H: 4.776 -5.052 8.021
H: 0.804 -4.397 5.086
H: 1.725 -5.607 5.599
C: 2.600 4.737 3.028
C: 1.382 3.822 3.022
C: 1.715 2.341 3.239
O: 2.264 1.685 2.111
C: 3.659 1.860 1.926
N: 0.625 4.039 1.784
H: 3.164 4.673 2.098
H: 2.293 5.776 3.139
H: 3.276 4.494 3.850
H: 0.740 4.119 3.858
H: 0.781 1.808 3.450
H: 2.368 2.205 4.110
H: 4.182 1.917 2.885
H: 3.883 2.756 1.344
H: 4.027 0.993 1.378
H: -0.240 3.507 1.830
H: 1.153 3.608 1.029
C: 7.829 8.422 1.396
C: 7.018 7.400 0.606
C: 5.520 7.404 0.933
O: 5.177 6.794 2.163
C: 5.322 7.613 3.308
N: 7.627 6.078 0.772
H: 8.001 8.092 2.421
H: 8.805 8.561 0.934
H: 7.326 9.390 1.427
H: 7.099 7.664 -0.453
H: 5.004 6.817 0.168
H: 5.112 8.422 0.891
H: 5.088 8.657 3.083
H: 6.329 7.553 3.728
H: 4.619 7.250 4.058
H: 7.173 5.412 0.155
H: 7.416 5.749 1.710

Mulliken population analysis, charges in e, atoms 1 to 99: -1.72 -0.01 -0.05 -1.22 -0.70 -0.54 -0.58 3.76 -2.27 -0.31 -1.54 0.11 -0.38 0.22 -0.48 -0.96 -0.58 -1.02 -0.13 0.07 -0.13 0.21 -0.06 -0.79 -0.59 -0.11 0.30 -0.92 -0.76 -0.91 -0.50 -2.00 0.20 0.46 0.46 0.45 0.29 0.67 0.47 0.45 0.00 0.67 0.42 0.07 0.40 0.64 0.86 0.31 -0.14 0.33 0.56 -0.08 0.35 0.39 0.93 -0.77 0.47 0.22 0.49 0.43 0.49 0.47 0.44 0.58 0.14 0.64 0.38 0.29 0.31 0.42 0.20 0.22 1.05 -1.27 0.65 -0.89 -0.41 -0.64 -0.67 0.30 0.12 0.36 0.32 0.36 0.42 0.30 0.23 0.26 0.28 0.29 -1.48 0.52 -0.75 -0.26 -0.78 -0.68 0.10 0.42 0.37


Here is a 5-piece molecular cluster, C35H73N4O5 overall at a distorted geometry from the Open Molecules 2025 dataset. Energies are from ωB97M-V/def2-TZVPD.

HOMO level in eV: -15.1
Gap between HOMO and LUMO in eV: 4.56
Energy relative to the best compared isomer or geometry (same formula, charge and spin) in kcal/mol: 29.2
LUMO energy in eV: -10.50
Net charge: +3

Geometry (Å):
C: 3.430 3.640 -1.019
C: 1.996 3.798 -1.601
C: 1.045 3.846 -0.455
C: 0.783 5.129 0.348
C: 0.333 6.268 -0.583
C: 1.504 6.482 -1.625
N: 1.853 5.135 -2.358
O: 2.850 5.238 -3.347
C: 2.752 7.065 -0.970
C: 0.991 7.459 -2.747
C: 1.581 2.595 -2.543
H: 4.096 3.717 -1.878
H: 3.700 2.707 -0.524
H: 3.833 4.374 -0.321
H: 1.280 3.144 0.345
H: 0.069 3.422 -0.694
H: 1.760 5.288 0.804
H: 0.060 5.108 1.164
H: 0.140 7.242 -0.134
H: -0.577 6.048 -1.141
H: 2.526 7.759 -0.160
H: 3.494 7.462 -1.663
H: 3.440 6.421 -0.422
H: 0.346 6.926 -3.445
H: 1.877 7.791 -3.288
H: 0.384 8.279 -2.362
H: 2.042 2.668 -3.528
H: 0.551 2.391 -2.835
H: 1.942 1.605 -2.263
C: 2.785 -0.674 4.690
C: 2.478 -0.917 3.188
C: 2.950 -2.362 2.722
C: 2.137 -3.469 3.285
C: 0.672 -3.359 2.960
C: -0.038 -2.021 3.222
N: 0.966 -0.800 2.900
O: 0.475 0.461 3.027
C: -0.330 -1.822 4.665
C: -1.230 -1.841 2.322
C: 3.204 0.147 2.261
H: 2.245 -1.351 5.352
H: 2.818 0.359 5.037
H: 3.826 -0.887 4.931
H: 4.023 -2.551 2.750
H: 2.750 -2.525 1.663
H: 2.214 -3.570 4.367
H: 2.527 -4.418 2.917
H: 0.025 -3.993 3.566
H: 0.580 -3.504 1.883
H: 0.461 -2.203 5.311
H: -1.185 -2.464 4.874
H: -0.536 -0.757 4.766
H: -1.159 -1.913 1.237
H: -1.784 -0.916 2.480
H: -1.975 -2.553 2.677
H: 2.846 0.039 1.237
H: 4.185 -0.324 2.197
H: 3.223 1.167 2.645
C: -1.723 -4.975 0.451
C: -0.698 -4.534 -0.592
C: 0.081 -5.786 -1.112
N: 0.829 -5.561 -2.534
C: 1.617 -4.203 -2.415
C: -0.147 -5.445 -3.706
C: 0.011 -6.718 -4.580
C: 1.423 -7.130 -4.331
C: 1.867 -6.612 -2.913
H: -1.392 -5.241 1.455
H: -2.319 -5.865 0.248
H: -2.358 -4.111 0.652
H: -0.081 -3.726 -0.199
H: -1.295 -4.083 -1.385
H: -0.517 -6.603 -1.514
H: 0.789 -6.074 -0.335
H: 2.250 -4.167 -3.301
H: 2.064 -4.206 -1.420
H: 0.762 -3.532 -2.497
H: 0.142 -4.588 -4.315
H: -1.173 -5.338 -3.354
H: -0.095 -6.425 -5.624
H: -0.649 -7.564 -4.388
H: 2.081 -6.717 -5.094
H: 1.560 -8.206 -4.223
H: 2.836 -6.120 -2.995
H: 1.779 -7.413 -2.179
C: -4.409 -0.148 -2.271
C: -4.665 0.885 -1.198
C: -3.466 0.896 -0.236
N: -3.545 1.999 0.973
C: -4.822 1.832 1.786
C: -3.523 3.507 0.417
C: -2.903 4.407 1.487
C: -2.245 3.507 2.460
C: -2.231 2.100 1.703
H: -5.342 -0.512 -2.702
H: -3.896 -1.026 -1.879
H: -3.786 0.289 -3.051
H: -5.597 0.576 -0.726
H: -4.823 1.841 -1.697
H: -2.539 1.058 -0.785
H: -3.345 -0.121 0.137
H: -4.727 0.832 2.210
H: -5.718 1.822 1.164
H: -4.897 2.524 2.624
H: -4.546 3.688 0.088
H: -2.861 3.477 -0.448
H: -3.624 4.985 2.064
H: -2.123 4.975 0.980
H: -2.783 3.525 3.408
H: -1.224 3.850 2.626
H: -2.033 1.243 2.347
H: -1.417 2.157 0.980
O: -0.852 -0.817 -1.785
C: 0.090 -0.532 -0.902
O: 1.152 -0.872 -1.381
O: -0.091 0.267 0.093
H: -0.092 -1.260 -2.168

Mulliken population analysis, charges in e, atoms 1 to 99: -1.57 2.00 -0.54 -0.97 -1.51 1.23 0.62 -0.21 -1.43 -1.59 -1.84 0.53 0.31 0.31 0.17 -0.02 0.49 0.27 0.66 0.42 0.41 0.41 0.27 0.45 0.40 0.39 0.53 0.38 0.33 -1.56 1.24 -1.14 -1.22 -0.64 1.29 1.05 -0.30 -1.60 -1.19 -1.62 0.24 0.42 0.42 0.61 0.37 0.46 0.47 0.60 -0.17 0.39 0.50 0.35 -0.25 0.20 0.66 0.27 0.45 0.41 -1.52 0.79 -1.32 0.39 -1.15 -0.43 -0.64 -0.53 -0.51 0.29 0.46 0.37 -0.08 0.36 0.46 0.45 0.60 0.35 0.19 0.35 0.27 0.35 0.32 0.31 0.33 0.26 0.39 -1.18 -0.46 0.10 0.60 -0.94 -0.77 -0.12 -0.90 0.72 0.42 0.21 0.31 0.36 0.25


Question: Look up the LUMO energy of the second one.
Answer: -10.50 eV


Question: Look up the LUMO energy of the first one.
Answer: -3.23 eV


Question: What is the LUMO energy in the first record?
Answer: -3.23 eV


Question: Among the records above, which one has the lowest net charge?
Answer: C35H73IN7O6S2